Record 1
{"formula": "C24H28O14S3Zn", "method": "ωB97M-V with the def2-TZVPD basis set", "symbols": ["Zn", "C", "C", "C", "O", "C", "C", "C", "O", "O", "O", "H", "H", "C", "C", "C", "O", "C", "C", "C", "O", "O", "O", "H", "H", "C", "C", "C", "S", "O", "O", "C", "H", "H", "H", "H", "H", "H", "H", "H", "C", "C", "C", "S", "O", "O", "C", "H", "H", "H", "H", "H", "H", "H", "H", "C", "C", "C", "S", "O", "O", "C", "H", "H", "H", "H", "H", "H", "H", "H"], "coordinates": [[38.54811, 6.62861, 0.23836], [39.23084, 10.02730, 1.90564], [39.09294, 8.67595, 1.87819], [37.78534, 8.06477, 2.41867], [37.50805, 6.89189, 1.97246], [37.02598, 8.75977, 3.31626], [37.25905, 10.15130, 3.55438], [38.34965, 10.83694, 2.71219], [38.46730, 12.04868, 2.77356], [36.61867, 10.78368, 4.37747], [39.85619, 7.83141, 1.25760], [40.06575, 10.48918, 1.39790], [36.28804, 8.22549, 3.90468], [39.18735, 10.17618, -3.49761], [38.51265, 11.38890, -3.21687], [37.47266, 11.33597, -2.03344], [36.97139, 12.40319, -1.69865], [37.18189, 10.08718, -1.37628], [37.85176, 8.96224, -1.75803], [38.90662, 8.97488, -2.85256], [39.38432, 7.87020, -3.23698], [37.75060, 7.84356, -1.12202], [38.66795, 12.44993, -3.81903], [39.97883, 10.19569, -4.24122], [36.41013, 10.12722, -0.61951], [42.04655, 3.88313, 3.07444], [42.04929, 2.58713, 2.21987], [40.80807, 2.62811, 1.28253], [39.68636, 3.86314, 1.94065], [38.43610, 3.24520, 2.28095], [39.77916, 5.04565, 1.14836], [40.59478, 4.14823, 3.45329], [42.35991, 4.73781, 2.47313], [42.64410, 3.72557, 3.96979], [41.93478, 1.78470, 2.94788], [42.94623, 2.50200, 1.61412], [40.29184, 1.69144, 1.49094], [41.07347, 2.72349, 0.23582], [40.22483, 3.48050, 4.22986], [40.40349, 5.18870, 3.71737], [40.76513, 5.75997, -4.95544], [39.23204, 5.90984, -5.04570], [38.52369, 5.25314, -3.86152], [39.78901, 5.00417, -2.62975], [40.10421, 3.58949, -2.51300], [39.50127, 5.75059, -1.45582], [41.10218, 5.86936, -3.49106], [41.13082, 6.54584, -5.61640], [41.15572, 4.81240, -5.34190], [38.84839, 5.62386, -6.02572], [38.99697, 6.97190, -4.93328], [38.08783, 4.27777, -4.08433], [37.73603, 5.87479, -3.44025], [42.02151, 5.43231, -3.10639], [40.94227, 6.88915, -3.10607], [34.46441, 6.70809, 1.83068], [34.11615, 5.23899, 2.16208], [35.23427, 4.39491, 1.56247], [35.54883, 5.14835, -0.03428], [34.80578, 4.45115, -1.05470], [36.95877, 5.33369, -0.24549], [34.83925, 6.74495, 0.36333], [35.35316, 6.96573, 2.40651], [33.63908, 7.37247, 2.07424], [33.17215, 4.96845, 1.68036], [34.06871, 5.12761, 3.24410], [34.94715, 3.35658, 1.40805], [36.14521, 4.44692, 2.15705], [33.95614, 6.86773, -0.27053], [35.55357, 7.50779, 0.04337]], "atomic_forces_ev_per_a": [[0.261, 1.023, -0.232], [0.165, -0.188, 0.743], [-0.687, -0.473, -1.082], [0.542, 0.063, -0.173], [0.020, -0.256, 0.320], [0.196, -0.224, 0.223], [-0.236, -0.805, 0.189], [0.690, 0.311, -0.527], [-0.155, 0.379, 0.254], [-0.130, 0.595, 0.333], [-0.180, 0.305, 0.074], [-0.041, 0.155, -0.010], [-0.274, 0.245, -0.128], [0.365, 0.108, 0.184], [-0.169, -0.358, 0.439], [-0.042, 0.701, -0.165], [-0.160, -0.152, 0.013], [0.059, 0.545, -1.158], [0.579, -0.533, 1.557], [-0.456, 0.432, -1.218], [-0.102, 0.764, 0.662], [-0.729, -0.266, -0.025], [0.006, 0.045, -0.031], [-0.120, -0.088, -0.128], [0.191, -0.268, 0.258], [-0.377, -0.155, -0.413], [-0.629, 1.134, 0.101], [0.453, -1.153, 1.031], [0.496, -0.599, 0.706], [-0.479, -0.012, -0.268], [-0.004, 0.084, -0.353], [0.179, 0.280, 0.002], [0.428, -0.030, 0.204], [0.254, 0.373, -0.097], [0.240, -0.364, -0.344], [0.195, -0.230, 0.259], [-0.268, 0.018, -0.646], [-0.384, 0.371, -0.108], [-0.105, -0.066, -0.091], [-0.041, -0.034, 0.070], [-0.362, -0.260, -0.445], [-0.443, 0.444, -0.295], [-0.484, -0.644, -0.318], [0.386, 0.133, -1.357], [-0.052, -0.015, 0.075], [0.075, -0.216, 1.539], [0.046, 0.353, 0.892], [0.565, 0.132, 0.436], [-0.323, -0.086, -0.101], [-0.028, -0.480, 0.077], [0.344, -0.199, -0.153], [0.218, -0.123, 0.017], [0.262, 0.170, 0.164], [0.176, -0.083, -0.349], [0.301, -0.283, -0.320], [0.368, -0.555, 0.308], [0.122, 0.533, -0.292], [-0.055, -0.231, 0.236], [-0.340, 0.607, 0.552], [-0.148, -0.055, -0.036], [0.466, -0.992, -0.371], [-0.580, 0.410, -0.804], [-0.221, 0.189, -0.015], [0.040, 0.129, -0.069], [-0.111, -0.070, 0.267], [-0.207, -0.252, -0.026], [0.110, -0.016, -0.130], [0.096, 0.111, -0.147], [0.013, -0.223, -0.019], [0.215, -0.101, 0.260]], "e_above_lowest_kcal_mol": 0.0, "mol_weight_g_mol": 702.1, "lumo_energy_ev": 3.2, "total_charge": -2}

***

Record 2
{"formula": "C12H11IrN4OSe", "method": "ωB97M-V with the def2-TZVPD basis set", "symbols": ["Ir", "N", "C", "C", "N", "C", "C", "N", "C", "C", "N", "H", "H", "H", "H", "H", "H", "Se", "C", "C", "C", "C", "C", "C", "H", "H", "H", "H", "H", "O"], "coordinates": [[1.29150, -1.05456, -0.01301], [5.11216, 0.48497, 0.04597], [5.60108, -0.80238, 0.02962], [4.50909, -1.62198, 0.01218], [3.37949, -0.90112, 0.01431], [3.74948, 0.39492, 0.03609], [2.72955, 1.41019, 0.04979], [1.43999, 1.02810, 0.03798], [0.70672, 2.15091, 0.05598], [1.51880, 3.24710, 0.07576], [2.81274, 2.77335, 0.07285], [5.65617, 1.32065, 0.06204], [6.64191, -1.07261, 0.03186], [4.49611, -2.69955, -0.00485], [-0.37184, 2.11826, 0.04884], [1.23875, 4.28531, 0.09013], [3.64337, 3.32566, 0.08376], [-1.28379, -0.99792, 0.00914], [-3.21346, -1.00791, 0.01779], [-3.92323, 0.18635, -0.09801], [-5.31271, 0.17623, -0.08514], [-6.00042, -1.02534, 0.03572], [-5.29540, -2.21803, 0.14538], [-3.90605, -2.21120, 0.13803], [-3.39171, 1.12397, -0.19699], [-5.86065, 1.10610, -0.17248], [-7.08280, -1.03221, 0.04375], [-5.82987, -3.15482, 0.23967], [-3.36038, -3.14122, 0.22730], [0.30539, -2.19123, -1.03350]], "atomic_forces_ev_per_a": [[-1.342, -0.966, -0.323], [-0.705, -0.489, 0.007], [-0.151, -0.233, -0.025], [1.016, -0.710, 0.000], [0.414, 2.252, 0.203], [0.567, -0.795, -0.065], [-0.680, 0.529, 0.016], [2.549, 0.418, 0.516], [-0.778, 0.821, -0.017], [-0.185, -0.086, -0.027], [-0.534, -0.690, -0.029], [0.207, 0.263, 0.004], [0.053, 0.298, -0.001], [-0.043, 0.052, 0.002], [0.061, -0.071, 0.000], [0.294, 0.056, -0.001], [0.245, 0.198, -0.011], [-1.293, 0.935, 0.767], [-0.182, -0.127, -0.027], [-0.166, -0.051, -0.041], [0.074, -0.101, 0.058], [0.020, 0.000, -0.001], [0.075, 0.112, -0.030], [-0.204, 0.024, 0.017], [0.050, -0.018, -0.036], [0.008, 0.016, 0.002], [-0.006, 0.001, -0.005], [0.007, -0.016, -0.002], [0.060, 0.026, 0.009], [0.569, -1.650, -0.958]], "multiplicity": 5, "mol_weight_g_mol": 498.4, "lumo_energy_ev": [-0.3, -0.4], "s_squared": 6.026}